# 1
One molecule with the formula C3H8O2, computed with the ωB97M-V functional and the def2-TZVPD basis.

The geometry in ORCA input format:
```
! wB97M-V def2-TZVPD RIJCOSX def2/J DEFGRID3
* xyz 0 1
C 0.717 -0.660 -0.665
O 0.544 -1.169 -1.982
C -0.180 0.544 -0.381
C -0.190 1.127 0.978
O -0.827 0.211 1.883
H 0.388 -1.554 0.071
H 1.847 -0.508 -0.498
H -0.262 -1.751 -2.048
H -0.074 1.379 -1.176
H -1.274 0.145 -0.434
H 0.891 1.176 1.313
H -0.700 2.168 1.057
H -0.635 0.541 2.913
*
```

Results
SMILES: OCCCO
Gap between HOMO and LUMO: 10.85 eV
Lowest unoccupied orbital energy: 0.8 eV
Strongest force on any atom: 4.6 eV/A
Energy relative to the best compared isomer or geometry (same formula, charge and spin): 45.2 kcal per mole

***

# 2
C3H4BaO as an isolated structure, computed with the ωB97M-V functional and the def2-TZVPD basis.

The geometry in ORCA input format:
```
! wB97M-V def2-TZVPD RIJCOSX def2/J DEFGRID3
* xyz 1 2
C -0.392 -0.120 0.746
C 0.935 0.590 0.912
C 0.613 -0.935 0.864
H -1.415 0.086 1.047
H 1.085 1.111 1.872
H 1.289 1.123 0.014
H 1.013 -1.945 0.894
O -1.542 0.140 -2.022
Ba -1.586 -0.049 -4.326
*
```

Results
Gap between HOMO and LUMO (alpha / beta): 6.22 / 6.11 eV
Lowest unoccupied orbital energy (alpha / beta): -5.1 / -5.2 eV
Strongest force on any atom: 1.5 eV/A
Energy relative to the best compared isomer or geometry (same formula, charge and spin): 64.3 kcal per mole
<S²>: 0.76

***

# 3
A 2-piece molecular cluster, C8H15N2 overall, computed with the ωB97M-V functional and the def2-TZVPD basis.

The geometry in ORCA input format:
```
! wB97M-V def2-TZVPD RIJCOSX def2/J DEFGRID3
* xyz 1 3
C -0.992 -0.959 -0.517
C -1.077 -2.399 -0.409
C 0.212 -2.675 -1.263
C 0.396 -1.530 -2.300
C -0.463 -0.400 -1.764
C 0.715 2.527 0.222
C -0.957 1.487 1.854
C 0.375 1.474 1.206
N -0.228 0.037 -0.357
N 1.351 0.820 1.784
H -1.012 -2.796 0.602
H -1.961 -2.791 -0.907
H 1.067 -2.696 -0.587
H 0.132 -3.644 -1.749
H 1.449 -1.280 -2.424
H -0.001 -1.819 -3.273
H -1.015 0.255 -2.415
H -0.091 2.678 -0.488
H 1.627 2.287 -0.319
H 0.864 3.470 0.753
H -1.183 0.542 2.340
H -0.962 2.269 2.616
H -1.739 1.725 1.140
H 1.176 0.156 2.526
H 2.289 0.859 1.413
*
```

Results
Gap between HOMO and LUMO (alpha / beta): 6.45 / 8.35 eV
Lowest unoccupied orbital energy (alpha / beta): -3.3 / -5.9 eV
Strongest force on any atom: 7.0 eV/A
Energy relative to the best compared isomer or geometry (same formula, charge and spin): 34.9 kcal per mole
<S²>: 2.01

***

# 4
C4H4NO as an isolated structure, computed with the ωB97M-V functional and the def2-TZVPD basis.

The geometry in ORCA input format:
```
! wB97M-V def2-TZVPD RIJCOSX def2/J DEFGRID3
* xyz 1 1
C -1.341 -0.113 0.035
C -0.575 0.965 -0.006
C -0.541 -1.333 -0.002
C 1.118 0.065 -0.004
N 0.759 -1.193 -0.008
O 2.260 0.551 0.008
H -2.417 -0.167 0.047
H -0.674 2.028 -0.024
H -0.974 -2.323 -0.054
H 2.386 1.520 0.008
*
```

Results
Gap between HOMO and LUMO: 8.72 eV
Lowest unoccupied orbital energy: -7.2 eV
Strongest force on any atom: 5.5 eV/A
Energy relative to the best compared isomer or geometry (same formula, charge and spin): 16.1 kcal per mole

***

# 5
C26H22F3I2IrN5OS as an isolated structure, computed with the ωB97M-V functional and the def2-TZVPD basis.

The geometry in ORCA input format:
```
! wB97M-V def2-TZVPD RIJCOSX def2/J DEFGRID3
* xyz 2 6
Ir -0.407 -0.654 -0.216
F 0.626 4.443 3.130
C 1.015 3.520 4.021
F 2.352 3.463 4.015
F 0.635 3.943 5.227
C 0.396 2.168 3.708
C -0.426 1.566 4.643
C -1.018 0.354 4.335
C -0.775 -0.201 3.089
N 0.040 0.349 2.187
C 0.652 1.518 2.488
S 1.784 2.174 1.367
H -0.607 2.048 5.594
H -1.665 -0.150 5.039
H -1.247 -1.129 2.797
C 3.557 0.614 -2.075
C 2.695 -0.056 -1.056
O 1.455 0.071 -1.117
N 3.287 -0.773 -0.104
C 2.545 -1.495 0.925
C 1.822 -2.684 0.342
C 2.442 -3.923 0.308
C 1.830 -4.992 -0.320
C 0.598 -4.785 -0.920
C 0.024 -3.535 -0.837
N 0.603 -2.499 -0.203
H 3.277 1.665 -2.132
H 3.362 0.166 -3.049
H 4.617 0.533 -1.849
H 4.292 -0.841 -0.113
H 1.849 -0.812 1.407
H 3.263 -1.832 1.669
H 3.411 -4.039 0.774
H 2.308 -5.961 -0.349
H 0.082 -5.576 -1.444
H -0.934 -3.337 -1.294
C -0.034 4.996 -0.717
C 0.388 3.977 -1.563
C -0.091 2.687 -1.396
C -1.021 2.432 -0.389
C -1.449 3.451 0.461
C -0.949 4.728 0.297
N -1.524 1.113 -0.207
N -2.745 1.034 0.090
C -3.146 -0.263 0.378
C -4.470 -0.497 0.725
C -4.850 -1.778 1.088
C -3.905 -2.807 1.119
C -2.586 -2.572 0.759
C -2.167 -1.298 0.357
H 0.352 5.998 -0.844
H 1.087 4.188 -2.360
H 0.225 1.882 -2.045
H -2.159 3.222 1.245
H -1.267 5.517 0.964
H -5.172 0.325 0.716
H -5.875 -1.981 1.364
H -4.206 -3.798 1.430
H -1.878 -3.389 0.814
I -0.824 -0.822 -3.166
I -3.968 -0.564 -3.733
*
```

Results
Gap between HOMO and LUMO (alpha / beta): 7.32 / 5.23 eV
Lowest unoccupied orbital energy (alpha / beta): -6.5 / -8.9 eV
Strongest force on any atom: 0.6 eV/A
Energy relative to the best compared isomer or geometry (same formula, charge and spin): 0.0 kcal per mole
<S²>: 8.80

***

# 6
ClPd2 as an isolated structure, computed with the ωB97M-V functional and the def2-TZVPD basis.

The geometry in ORCA input format:
```
! wB97M-V def2-TZVPD RIJCOSX def2/J DEFGRID3
* xyz 2 6
Pd -1.947 -1.430 0.360
Pd 1.542 1.996 -0.154
Cl 0.405 -0.566 -0.205
*
```

Results
Gap between HOMO and LUMO (alpha / beta): 7.21 / 6.63 eV
Lowest unoccupied orbital energy (alpha / beta): -10.3 / -14.8 eV
Strongest force on any atom: 1.3 eV/A
Energy relative to the best compared isomer or geometry (same formula, charge and spin): 0.0 kcal per mole
<S²>: 8.76

***

# 7
A 25-piece molecular cluster, C56H162O44 overall, computed with the ωB97M-V functional and the def2-TZVPD basis.

The geometry in ORCA input format:
```
! wB97M-V def2-TZVPD RIJCOSX def2/J DEFGRID3
* xyz 0 1
C -6.280 5.662 -4.161
C -5.770 7.006 -3.764
C -5.001 7.129 -2.419
O -5.085 7.575 -4.878
H -7.063 5.348 -3.497
H -5.552 4.918 -4.225
H -6.811 5.748 -5.111
H -6.633 7.611 -3.665
H -4.681 8.161 -2.307
H -4.130 6.443 -2.432
H -5.656 6.932 -1.560
H -4.302 7.056 -5.030
C -2.458 3.303 -4.924
C -2.347 3.502 -3.436
C -3.500 2.961 -2.642
O -1.192 2.867 -2.945
H -3.164 4.099 -5.279
H -2.867 2.262 -5.216
H -1.479 3.365 -5.454
H -2.359 4.586 -3.261
H -4.518 3.303 -2.890
H -3.296 3.201 -1.607
H -3.310 1.856 -2.614
H -1.063 3.159 -2.064
C 9.145 -1.933 -1.502
C 8.127 -1.041 -0.931
C 8.312 -1.028 0.565
O 8.357 0.190 -1.502
H 9.101 -2.989 -1.285
H 10.162 -1.557 -1.323
H 9.028 -1.865 -2.631
H 7.152 -1.394 -1.194
H 9.378 -0.886 0.748
H 7.994 -1.983 1.009
H 7.893 -0.134 1.024
H 7.962 0.821 -0.853
C -0.562 -1.550 -0.064
C -1.463 -0.393 -0.420
C -0.728 0.897 -0.028
O -1.918 -0.391 -1.766
H 0.408 -1.491 -0.525
H -1.047 -2.507 -0.374
H -0.279 -1.531 1.034
H -2.330 -0.399 0.251
H 0.016 1.169 -0.789
H -0.281 0.650 0.924
H -1.430 1.717 0.069
H -1.340 0.143 -2.305
C 0.092 -5.347 -0.823
C 0.910 -6.400 -1.593
C 1.511 -5.739 -2.795
O 1.920 -6.923 -0.775
H -0.772 -5.039 -1.354
H 0.717 -4.411 -0.792
H -0.106 -5.779 0.175
H 0.239 -7.242 -1.904
H 2.367 -5.115 -2.537
H 0.858 -5.164 -3.386
H 1.985 -6.395 -3.490
H 1.479 -7.659 -0.305
C -5.762 -1.658 -2.259
C -4.622 -1.918 -3.292
C -4.335 -0.681 -4.131
O -3.426 -2.553 -2.734
H -5.593 -0.730 -1.723
H -5.730 -2.409 -1.467
H -6.745 -1.872 -2.717
H -5.023 -2.652 -4.002
H -3.835 -0.906 -5.036
H -3.749 -0.015 -3.472
H -5.281 -0.225 -4.287
H -2.860 -1.790 -2.459
C 0.264 -3.862 2.940
C 0.456 -4.848 4.058
O 0.475 -4.143 5.327
O -1.125 -3.442 3.043
H 0.441 -4.411 1.989
H 0.850 -3.006 2.891
H 1.305 -5.505 3.995
H -0.509 -5.397 3.918
H -0.387 -3.699 5.417
H -1.335 -2.846 2.271
C 1.613 -1.179 7.038
C 1.509 -0.139 5.956
O 0.844 1.110 6.292
O 2.254 -2.337 6.523
H 0.585 -1.359 7.414
H 2.150 -0.802 7.948
H 0.928 -0.607 5.201
H 2.509 0.079 5.574
H 1.378 1.656 6.807
H 1.680 -3.119 6.489
C 4.019 2.762 2.674
C 3.996 4.285 2.782
O 4.532 4.790 4.004
O 5.233 2.076 2.667
H 3.428 2.491 1.761
H 3.490 2.391 3.545
H 2.982 4.625 2.680
H 4.541 4.697 1.941
H 5.504 4.906 3.924
H 5.744 2.230 3.466
C -0.760 -6.620 -5.223
C -1.909 -5.979 -4.468
O -1.346 -4.735 -3.921
O -0.391 -5.851 -6.333
H -1.047 -7.629 -5.568
H 0.172 -6.773 -4.594
H -2.416 -6.637 -3.725
H -2.679 -5.758 -5.200
H -2.063 -4.129 -3.666
H 0.553 -5.790 -6.475
C 4.802 -3.549 -1.431
C 4.118 -2.402 -2.120
O 3.099 -1.798 -1.295
O 5.388 -3.080 -0.209
H 5.635 -3.955 -2.004
H 4.082 -4.403 -1.185
H 3.611 -2.810 -2.986
H 4.885 -1.659 -2.373
H 3.313 -2.001 -0.327
H 5.112 -3.742 0.481
C 4.030 -6.071 2.356
C 4.770 -5.571 3.627
O 3.867 -4.986 4.620
O 3.450 -4.928 1.653
H 3.244 -6.726 2.709
H 4.722 -6.629 1.661
H 5.486 -4.842 3.391
H 5.314 -6.392 4.094
H 3.844 -4.059 4.452
H 2.761 -5.326 1.121
C -6.529 1.890 -0.731
C -7.196 1.367 0.540
O -6.687 1.937 1.787
O -6.684 3.248 -0.818
H -7.121 1.370 -1.516
H -5.434 1.681 -0.734
H -7.058 0.290 0.636
H -8.250 1.525 0.497
H -7.102 2.796 1.854
H -5.886 3.654 -0.459
C -6.639 -0.116 6.123
C -6.810 -0.594 4.720
O -6.948 -2.050 4.667
O -5.480 -0.631 6.753
H -7.516 -0.463 6.708
H -6.696 0.975 6.198
H -5.989 -0.410 4.044
H -7.714 -0.188 4.299
H -7.259 -2.271 5.513
H -4.786 -0.712 6.075
C 1.028 -2.078 -4.832
C 0.266 -1.448 -3.641
O 0.033 -0.042 -3.727
O 2.471 -1.819 -4.747
H 0.753 -1.793 -5.851
H 0.891 -3.168 -4.705
H 0.700 -1.751 -2.654
H -0.685 -2.017 -3.599
H 0.872 0.404 -3.962
H 2.620 -0.814 -4.718
C 4.085 -1.204 3.588
C 3.069 -0.858 2.504
O 2.915 -1.918 1.615
O 3.577 -2.320 4.246
H 4.333 -0.339 4.212
H 5.067 -1.475 3.145
H 3.335 -0.021 1.833
H 2.169 -0.590 3.023
H 3.135 -2.754 2.064
H 3.093 -2.099 5.083
C 4.265 -4.501 -6.185
C 3.167 -5.395 -5.852
O 2.147 -5.480 -6.921
O 3.692 -3.305 -6.818
H 4.878 -4.934 -6.979
H 4.886 -4.287 -5.323
H 2.692 -5.025 -4.961
H 3.576 -6.420 -5.612
H 1.998 -4.543 -7.181
H 3.285 -2.837 -6.044
C -0.211 7.573 1.735
C -0.410 8.433 2.980
O -0.118 7.813 4.234
O -1.222 6.551 1.360
H 0.823 7.174 1.626
H -0.238 8.120 0.825
H -1.342 8.922 3.116
H 0.318 9.242 2.772
H 0.815 7.550 4.213
H -1.312 5.852 2.004
C 1.093 4.583 5.138
C -0.071 4.233 4.230
O -1.052 5.246 4.228
O 1.763 5.785 4.654
H 1.814 3.748 5.167
H 0.771 4.883 6.123
H -0.499 3.355 4.588
H 0.301 4.045 3.196
H -0.666 6.121 4.186
H 2.618 5.538 4.325
C 1.863 3.217 -5.084
C 2.420 1.934 -5.734
O 2.593 0.908 -4.756
O 2.694 3.563 -4.023
H 0.828 3.055 -4.721
H 1.928 4.041 -5.777
H 3.404 2.152 -6.264
H 1.763 1.564 -6.492
H 3.336 1.076 -4.123
H 2.612 2.959 -3.278
C 0.765 5.122 -0.957
C 1.634 3.995 -0.900
O 1.628 3.315 0.345
O -0.572 4.752 -0.780
H 0.938 5.625 -1.946
H 1.122 5.855 -0.218
H 2.688 4.362 -1.038
H 1.396 3.249 -1.689
H 0.695 3.124 0.621
H -0.908 5.418 -0.148
C 4.858 0.976 -1.915
C 4.988 0.879 -0.422
O 6.131 1.596 -0.027
O 3.574 0.710 -2.361
H 5.609 0.397 -2.548
H 5.068 2.039 -2.079
H 5.064 -0.152 -0.010
H 4.054 1.243 0.017
H 6.023 1.641 0.925
H 3.305 -0.184 -2.052
C -3.671 3.458 2.628
C -3.744 4.705 1.764
O -4.958 4.704 1.060
O -3.926 2.330 1.865
H -4.364 3.436 3.492
H -2.685 3.349 3.055
H -2.955 4.626 0.982
H -3.544 5.646 2.302
H -5.211 5.628 0.842
H -4.824 2.022 2.022
C -1.720 0.438 3.774
C -3.220 0.000 3.694
O -3.363 -1.020 4.656
O -0.843 -0.571 3.240
H -1.526 0.769 4.759
H -1.570 1.345 3.152
H -3.510 -0.420 2.688
H -3.931 0.818 3.926
H -3.821 -1.750 4.255
H -1.113 -1.427 3.595
C -4.910 -3.828 1.765
C -4.092 -3.108 0.737
O -4.046 -3.898 -0.446
O -4.724 -3.235 3.060
H -4.556 -4.844 1.809
H -5.959 -3.792 1.545
H -3.042 -3.013 1.163
H -4.441 -2.073 0.642
H -3.768 -3.308 -1.171
H -5.549 -3.160 3.536
*
```

Results
Gap between HOMO and LUMO: 9.21 eV
Lowest unoccupied orbital energy: -0.2 eV
Strongest force on any atom: 3.5 eV/A

***

# 8
C5H10O3Sr as an isolated structure, computed with the ωB97M-V functional and the def2-TZVPD basis.

The geometry in ORCA input format:
```
! wB97M-V def2-TZVPD RIJCOSX def2/J DEFGRID3
* xyz 0 1
O -3.002 -0.983 -2.280
C -1.685 -2.208 1.630
C -0.681 -1.354 1.832
O 0.166 -1.020 0.814
C 1.121 0.019 1.066
C 1.483 0.618 -0.270
O 0.268 0.990 -0.922
C 0.442 1.906 -2.003
Sr -1.477 -0.428 -1.029
H -1.682 -2.905 0.789
H -2.568 -2.140 2.263
H -0.653 -0.677 2.690
H 2.003 -0.434 1.534
H 0.707 0.799 1.721
H 2.034 -0.097 -0.899
H 2.102 1.512 -0.111
H -0.537 2.044 -2.474
H 0.809 2.864 -1.614
H 1.151 1.496 -2.735
*
```

Results
Gap between HOMO and LUMO: 4.81 eV
Lowest unoccupied orbital energy: -0.2 eV
Strongest force on any atom: 4.2 eV/A
Energy relative to the best compared isomer or geometry (same formula, charge and spin): 48.9 kcal per mole

***

# 9
C44H34BrGeMnOP as an isolated structure, computed with the ωB97M-V functional and the def2-TZVPD basis.

The geometry in ORCA input format:
```
! wB97M-V def2-TZVPD RIJCOSX def2/J DEFGRID3
* xyz 0 4
Mn 1.052 -0.770 -1.183
O 3.160 -1.553 -2.838
C 2.980 -0.784 -1.901
C 4.031 -0.375 -0.950
C 5.271 -0.979 -0.996
C 6.209 -0.705 0.040
C 5.950 0.359 0.942
C 4.821 1.129 0.731
C 3.771 0.680 -0.089
P 2.222 1.413 -0.249
C 1.872 2.109 1.351
C 2.308 1.542 2.518
C 2.021 2.225 3.729
C 1.384 3.443 3.684
C 0.940 4.016 2.486
C 1.133 3.306 1.333
C 2.537 2.790 -1.426
C 1.931 2.759 -2.683
C 2.262 3.774 -3.608
C 3.284 4.704 -3.311
C 3.798 4.752 -1.988
C 3.474 3.814 -1.074
H 5.553 -1.796 -1.716
H 7.052 -1.382 0.130
H 6.672 0.679 1.683
H 4.684 2.080 1.242
H 2.747 0.541 2.592
H 2.385 1.772 4.689
H 1.342 4.066 4.572
H 0.523 5.030 2.540
H 0.831 3.672 0.370
H 1.168 1.959 -2.784
H 1.784 3.912 -4.600
H 3.685 5.401 -4.066
H 4.536 5.553 -1.755
H 3.827 3.932 -0.054
C -0.553 -1.109 0.109
Ge -2.436 -0.871 0.137
C -2.590 1.045 0.361
C -2.542 1.908 -0.761
C -2.842 3.242 -0.677
C -3.244 3.773 0.599
C -3.379 2.932 1.680
C -3.031 1.590 1.588
C -3.478 -1.753 -1.296
C -3.579 -3.167 -1.256
C -4.065 -3.824 -2.389
C -4.526 -3.118 -3.477
C -4.494 -1.715 -3.493
C -4.042 -1.041 -2.329
C -3.147 -1.750 1.689
C -4.434 -2.262 1.638
C -4.899 -3.032 2.702
C -4.075 -3.187 3.821
C -2.804 -2.600 3.885
C -2.297 -1.974 2.777
H -0.241 -0.512 1.004
H -1.947 1.516 -1.646
H -2.795 3.872 -1.581
H -3.403 4.841 0.693
H -3.713 3.274 2.720
H -3.057 0.952 2.469
H -3.157 -3.837 -0.476
H -4.134 -4.884 -2.450
H -5.009 -3.685 -4.275
H -4.876 -1.108 -4.346
H -4.170 0.054 -2.246
H -5.091 -2.083 0.760
H -5.806 -3.539 2.717
H -4.314 -3.771 4.678
H -2.171 -2.833 4.707
H -1.277 -1.534 2.832
Br 2.643 -6.084 -1.582
C 1.394 -4.763 -1.068
C 1.118 -4.535 0.308
C 0.383 -3.425 0.697
C -0.047 -2.412 -0.244
C 0.161 -2.745 -1.635
C 0.793 -3.951 -2.008
H 1.394 -5.272 1.079
H -0.039 -3.394 1.719
H -0.307 -2.119 -2.452
H 0.922 -4.177 -3.042
*
```

Results
Gap between HOMO and LUMO (alpha / beta): 6.65 / 6.80 eV
Lowest unoccupied orbital energy (alpha / beta): -0.1 / 0.2 eV
Strongest force on any atom: 3.0 eV/A
Energy relative to the best compared isomer or geometry (same formula, charge and spin): 35.2 kcal per mole
<S²>: 3.90